C31H37Ge2N2PbS2Se2Te2 as an isolated structure. Source: the Open Molecules 2025 dataset; level of theory: ωB97M-V with the def2-TZVPD basis set.

2S+1: 2
Charge: -2
<S²>: 0.76

XYZ file:
```
79
C31H37Ge2N2PbS2Se2Te2 (ωB97M-V with the def2-TZVPD basis set)
Pb -2.061 0.024 -2.174
C 1.696 -0.551 -2.418
N 0.679 -1.419 -1.823
C 0.443 -2.566 -2.714
C -0.635 -3.522 -2.205
N -1.982 -2.971 -2.269
C -2.554 -3.075 -3.608
C -2.871 -3.360 -1.227
C -2.649 -4.525 -0.494
C -3.465 -4.900 0.562
C -4.551 -4.110 0.895
C -4.799 -2.954 0.172
C -3.979 -2.547 -0.885
S -4.449 -1.062 -1.709
C 0.975 -1.828 -0.481
C 2.115 -2.593 -0.230
C 2.363 -3.156 1.009
C 1.442 -2.975 2.031
C 0.333 -2.177 1.815
C 0.091 -1.565 0.578
S -1.290 -0.452 0.545
H 2.657 -1.069 -2.559
H 1.346 -0.226 -3.401
H 1.851 0.321 -1.784
H 0.181 -2.164 -3.698
H 1.370 -3.149 -2.846
H -0.563 -4.453 -2.790
H -0.405 -3.764 -1.170
H -1.934 -2.534 -4.327
H -2.626 -4.126 -3.931
H -3.548 -2.632 -3.615
H -1.816 -5.166 -0.757
H -3.238 -5.798 1.125
H -5.200 -4.386 1.719
H -5.631 -2.314 0.431
H 2.821 -2.754 -1.037
H 3.269 -3.729 1.172
H 1.606 -3.421 3.005
H -0.368 -1.989 2.618
Se -2.790 2.637 -2.129
Te -3.389 1.635 -4.369
Te -1.255 2.008 -5.966
Se -0.276 -0.254 -6.333
C 3.475 3.792 1.565
Ge 2.769 2.694 0.027
C 2.785 3.937 -1.548
C 4.327 1.492 -0.401
Ge 0.384 1.616 0.558
C 0.951 1.198 2.445
C 2.164 0.539 2.649
C 2.604 0.196 3.919
C 1.827 0.507 5.026
C 0.612 1.156 4.847
C 0.184 1.495 3.570
C -0.813 3.181 0.934
C -2.147 2.996 1.297
C -2.982 4.082 1.526
C -2.497 5.375 1.392
C -1.176 5.577 1.018
C -0.348 4.487 0.787
H 4.271 4.457 1.219
H 3.874 3.130 2.336
H 2.681 4.392 2.012
H 3.687 4.555 -1.534
H 1.911 4.589 -1.550
H 2.770 3.357 -2.472
H 5.252 2.027 -0.177
H 4.317 1.232 -1.461
H 4.311 0.567 0.178
H 2.773 0.279 1.787
H 3.548 -0.322 4.050
H 2.169 0.248 6.022
H 0.003 1.399 5.711
H -0.766 2.004 3.449
H -2.544 1.990 1.376
H -4.020 3.923 1.793
H -3.152 6.222 1.560
H -0.797 6.585 0.892
H 0.677 4.655 0.472
```

How positive or negative is each atom? The Mulliken charges in e answer that: number 1, Pb, carries 1.201; number 2, C, carries -0.534; number 3, N, carries 1.117; number 4, C, carries -0.805; number 5, C, carries -1.450; number 6, N, carries 1.191; number 7, C, carries -1.083; number 8, C, carries -0.266; number 9, C, carries 0.028; number 10, C, carries -0.858; number 11, C, carries -0.555; number 12, C, carries -0.839; number 13, C, carries 0.383; number 14, S, carries -0.600; number 15, C, carries -1.154; number 16, C, carries -0.480; number 17, C, carries -0.835; number 18, C, carries -0.749; number 19, C, carries -0.981; number 20, C, carries 1.517; number 21, S, carries -0.354; number 22, H, carries 0.334; number 23, H, carries 0.247; number 24, H, carries -0.211; number 25, H, carries 0.379; number 26, H, carries 0.352; number 27, H, carries 0.317; number 28, H, carries 0.574; number 29, H, carries 0.285; number 30, H, carries 0.311; number 31, H, carries 0.348; number 32, H, carries 0.372; number 33, H, carries 0.363; number 34, H, carries 0.356; number 35, H, carries 0.386; number 36, H, carries 0.347; number 37, H, carries 0.364; number 38, H, carries 0.353; number 39, H, carries 0.481; number 40, Se, carries -0.426; number 41, Te, carries -0.322; number 42, Te, carries -0.121; number 43, Se, carries -0.719; number 44, C, carries -1.358; number 45, Ge, carries 0.996; number 46, C, carries -1.354; number 47, C, carries -1.393; number 48, Ge, carries 0.341; number 49, C, carries 0.335; number 50, C, carries -0.062; number 51, C, carries -0.760; number 52, C, carries -0.502; number 53, C, carries -0.598; number 54, C, carries -0.382; number 55, C, carries 0.168; number 56, C, carries -0.013; number 57, C, carries -0.671; number 58, C, carries -0.535; number 59, C, carries -0.708; number 60, C, carries -0.217; number 61, H, carries 0.472; number 62, H, carries 0.321; number 63, H, carries 0.354; number 64, H, carries 0.416; number 65, H, carries 0.368; number 66, H, carries 0.384; number 67, H, carries 0.489; number 68, H, carries 0.392; number 69, H, carries 0.327; number 70, H, carries 0.202; number 71, H, carries 0.397; number 72, H, carries 0.331; number 73, H, carries 0.372; number 74, H, carries 0.276; number 75, H, carries 0.293; number 76, H, carries 0.380; number 77, H, carries 0.331; number 78, H, carries 0.363; number 79, H, carries -0.019

C31H37N3OPtSb2 as an isolated structure. Source: the Open Molecules 2025 dataset; level of theory: ωB97M-V with the def2-TZVPD basis set.

Charge: +2
Relative energy (zero: lowest compared OMol25 entry of this formula, charge and spin) in kJ/mol: 0.0

XYZ file:
```
75
C31H37N3OPtSb2 (ωB97M-V with the def2-TZVPD basis set)
Pt 0.631 -0.140 0.380
O 3.574 2.654 0.389
C 2.738 1.821 0.120
N 1.666 1.497 0.872
C 1.531 2.014 2.211
C 0.456 1.247 2.924
C 0.008 1.636 4.179
C -0.943 0.884 4.838
C -1.423 -0.271 4.232
C -0.945 -0.610 2.990
N -0.046 0.140 2.324
C 2.724 1.056 -1.181
C 3.726 1.227 -2.110
C 3.673 0.502 -3.290
C 2.608 -0.361 -3.504
C 1.637 -0.483 -2.531
N 1.680 0.220 -1.393
H 1.293 3.082 2.205
H 2.475 1.922 2.764
H 0.429 2.524 4.629
H -1.295 1.180 5.817
H -2.147 -0.907 4.721
H -1.267 -1.523 2.513
H 4.523 1.920 -1.877
H 4.452 0.606 -4.034
H 2.523 -0.937 -4.415
H 0.781 -1.127 -2.666
C -0.777 3.701 -0.116
Sb -1.222 1.667 -0.482
C -1.710 1.707 -2.537
C -3.112 1.403 0.494
C -4.052 0.758 -0.484
C -4.864 1.549 -1.289
C -5.668 0.986 -2.270
C -5.660 -0.385 -2.463
C -4.870 -1.186 -1.651
C -4.071 -0.637 -0.652
C -3.313 -1.580 0.249
Sb -1.242 -1.908 -0.208
C -0.942 -3.757 0.781
C -1.453 -2.564 -2.205
H -1.539 4.296 -0.617
H 0.205 3.956 -0.508
H -0.803 3.902 0.953
H -2.524 2.413 -2.684
H -2.025 0.725 -2.884
H -0.834 2.034 -3.095
H -3.449 2.375 0.849
H -2.930 0.772 1.364
H -4.876 2.622 -1.137
H -6.301 1.619 -2.877
H -6.281 -0.835 -3.225
H -4.901 -2.262 -1.780
H -3.713 -2.589 0.144
H -3.392 -1.299 1.299
H -1.861 -4.333 0.679
H -0.706 -3.631 1.836
H -0.127 -4.300 0.307
H -2.036 -3.484 -2.177
H -0.492 -2.773 -2.666
H -1.990 -1.815 -2.786
C 1.872 -1.796 0.967
C 3.293 -1.392 0.827
C 3.912 -0.609 1.804
C 5.234 -0.220 1.666
C 5.962 -0.621 0.552
C 5.365 -1.416 -0.415
C 4.037 -1.797 -0.280
H 1.580 -1.970 2.002
H 1.645 -2.653 0.340
H 3.350 -0.312 2.684
H 5.704 0.384 2.430
H 6.999 -0.331 0.452
H 5.940 -1.754 -1.268
H 3.578 -2.434 -1.028
```

How positive or negative is each atom? The Mulliken charges in e answer that: number 1, Pt, carries 0.656; number 2, O, carries -0.674; number 3, C, carries -0.349; number 4, N, carries 0.164; number 5, C, carries -1.521; number 6, C, carries 0.992; number 7, C, carries -0.964; number 8, C, carries -0.620; number 9, C, carries -1.125; number 10, C, carries -0.329; number 11, N, carries 0.227; number 12, C, carries 1.136; number 13, C, carries -0.857; number 14, C, carries -0.574; number 15, C, carries -0.750; number 16, C, carries -0.447; number 17, N, carries 0.906; number 18, H, carries 0.680; number 19, H, carries 0.602; number 20, H, carries 0.584; number 21, H, carries 0.476; number 22, H, carries 0.541; number 23, H, carries 0.600; number 24, H, carries 0.625; number 25, H, carries 0.485; number 26, H, carries 0.536; number 27, H, carries 0.092; number 28, C, carries -1.395; number 29, Sb, carries 0.680; number 30, C, carries -1.332; number 31, C, carries -1.063; number 32, C, carries 0.288; number 33, C, carries -0.609; number 34, C, carries -0.649; number 35, C, carries -0.769; number 36, C, carries -0.750; number 37, C, carries 0.850; number 38, C, carries -1.488; number 39, Sb, carries 0.329; number 40, C, carries -1.321; number 41, C, carries -1.563; number 42, H, carries 0.547; number 43, H, carries 0.425; number 44, H, carries 0.404; number 45, H, carries 0.487; number 46, H, carries 0.278; number 47, H, carries 0.509; number 48, H, carries 0.837; number 49, H, carries 0.239; number 50, H, carries 0.478; number 51, H, carries 0.432; number 52, H, carries 0.446; number 53, H, carries 0.408; number 54, H, carries 0.874; number 55, H, carries 0.668; number 56, H, carries 0.519; number 57, H, carries 0.404; number 58, H, carries 0.449; number 59, H, carries 0.488; number 60, H, carries 0.589; number 61, H, carries 0.443; number 62, C, carries -1.211; number 63, C, carries -0.259; number 64, C, carries -0.032; number 65, C, carries -0.937; number 66, C, carries -0.518; number 67, C, carries -0.878; number 68, C, carries -0.243; number 69, H, carries 0.762; number 70, H, carries 0.705; number 71, H, carries 0.605; number 72, H, carries 0.444; number 73, H, carries 0.442; number 74, H, carries 0.473; number 75, H, carries 0.419

| no. | E (Ha) |
| --- | --- |
| 1 | -11795.0846 |
| 2 | -2042.2940 |